Below is a 2-piece molecular cluster, C28H58N6O10PS2 overall at a distorted geometry, with properties calculated with ωB97M-V/def2-TZVPD.

Positions of all 105 atoms, in Å:
C1 -3.5960 7.9874 -4.0447
C2 -4.6130 6.8407 -3.5401
C3 -3.6997 5.5453 -3.2291
C4 -4.4575 4.4763 -2.2722
O1 -4.3125 3.0970 -2.7071
N1 -3.2273 2.4862 -2.1251
C5 -3.3505 2.0726 -0.6510
C6 -2.6668 2.9986 0.4659
N2 -1.5869 2.3537 1.2576
C7 -3.3220 0.4711 -0.5257
C8 -4.4465 -0.0184 0.5539
C9 -3.7749 -0.9646 1.6866
S1 -3.0186 0.0386 3.0873
C10 -1.8730 -1.1055 3.9759
N3 -2.4978 -2.0925 4.7911
N4 -1.4864 -2.8437 5.3082
C11 -0.2613 -2.3190 4.8208
O2 -0.4686 -1.1872 3.9888
C12 -3.6024 0.1147 -2.1038
N5 -5.0437 0.2108 -2.3993
S2 -3.1408 -1.6660 -2.2249
C13 -1.4582 -2.1097 -1.5798
O3 -4.0942 -2.5454 -1.4177
O4 -3.2017 -2.2315 -3.6379
C14 -2.6543 1.2564 -2.8195
C15 -2.9786 1.0300 -4.3692
C16 -1.6966 0.8304 -5.3189
C17 -0.9915 -0.6006 -5.2082
C18 0.5177 -0.6351 -5.7976
N6 1.4412 -1.0176 -4.6864
C19 1.9435 -2.3954 -4.8042
C20 2.0444 -3.2405 -3.4387
O5 2.3280 -2.9408 -5.8616
O6 -1.3808 0.9384 -2.2777
C21 -0.3394 1.9081 -2.5577
C22 0.5125 2.3879 -1.2944
H1 -4.1136 8.8047 -4.6496
H2 -2.7792 7.4583 -4.6558
H3 -3.0584 8.4238 -3.1290
H4 -5.3770 6.5272 -4.3243
H5 -5.1577 7.2057 -2.5927
H6 -3.2357 5.0763 -4.1552
H7 -2.8165 5.9441 -2.5984
H8 -5.5783 4.7239 -2.3798
H9 -4.2035 4.6699 -1.1808
H10 -2.5866 3.3091 -2.0191
H11 -4.4704 2.2970 -0.4807
H12 -3.5005 3.2694 1.2162
H13 -2.3474 4.0110 0.0048
H14 -1.1673 1.5463 0.7819
H15 -0.8240 3.0536 1.2968
H16 -2.3868 0.0035 -0.0685
H17 -4.8765 0.8862 1.1013
H18 -5.2553 -0.6529 0.0443
H19 -3.0358 -1.6997 1.2286
H20 -4.6277 -1.5743 2.1260
H21 0.7719 -2.7334 5.0408
H22 -5.5711 -0.6339 -2.1495
H23 -5.5066 0.9848 -1.9092
H24 -1.3824 -3.2536 -1.6526
H25 -1.3552 -1.8734 -0.4581
H26 -0.5981 -1.5918 -2.1112
H27 -3.5606 1.9117 -4.8353
H28 -3.6526 0.1180 -4.5711
H29 -0.9096 1.6543 -5.1865
H30 -2.0770 0.9408 -6.4019
H31 -1.6367 -1.3463 -5.7869
H32 -0.9868 -0.9145 -4.1173
H33 0.8411 0.3962 -6.1911
H34 0.5121 -1.3671 -6.6746
H35 2.1998 -0.3361 -4.5543
H36 1.1931 -3.9977 -3.3317
H37 2.0071 -2.5342 -2.5405
H38 3.0475 -3.7799 -3.4466
H39 0.4021 1.4027 -3.2823
H40 -0.7941 2.7931 -3.1217
H41 1.5502 2.7290 -1.6241
H42 0.6092 1.5759 -0.5057
H43 -0.0015 3.3179 -0.8549
O7 6.0652 -1.7697 3.9051
P1 6.3202 -2.2167 5.3502
O8 7.1239 -3.6113 4.9667
C23 8.4369 -3.5069 4.4286
C24 9.4330 -3.0814 5.4906
O9 4.7855 -2.8245 5.5546
C25 3.6731 -2.0829 5.0647
C26 3.1103 -2.7633 3.8318
O10 6.6149 -2.5413 7.0017
C27 5.9757 -3.5569 7.7738
C28 6.4380 -4.9633 7.4501
H44 8.4455 -2.8082 3.5874
H45 8.7086 -4.4921 4.0427
H46 9.2128 -2.0743 5.8550
H47 10.4491 -3.0868 5.0872
H48 9.3952 -3.7523 6.3512
H49 3.9533 -1.0474 4.8539
H50 2.9149 -2.0606 5.8550
H51 3.8857 -2.9509 3.0853
H52 2.3252 -2.1558 3.3745
H53 2.6897 -3.7393 4.0916
H54 4.8900 -3.4674 7.7330
H55 6.2474 -3.3447 8.8121
H56 6.0473 -5.2993 6.4890
H57 6.0805 -5.6599 8.2133
H58 7.5285 -5.0192 7.4079

Highest occupied orbital energy: -11.27 eV
Orbital gap: 8.143 eV
Charge: +1
LUMO: -3.1 eV
Energy: -90332.726 eV